{"formula": "C4H16N2O2", "method": "the ωB97M-V functional and the def2-TZVPD basis", "total_charge": 0, "smiles": "CNCCCN.O.O", "species": ["O", "O", "N", "N", "C", "C", "C", "C", "H", "H", "H", "H", "H", "H", "H", "H", "H", "H", "H", "H", "H", "H", "H", "H"], "coordinates": [[0.9341, -2.6454, 1.3739], [-2.2770, 0.0573, 1.0527], [-1.3962, -0.3853, -1.8502], [0.5087, 0.7359, 0.8100], [0.5423, 1.4026, -0.5168], [-0.0217, -0.8319, -1.8617], [0.9602, 0.4413, -1.7304], [1.0379, 1.6524, 1.9572], [0.1893, -1.3821, -0.8287], [-0.4958, 0.5311, 1.1013], [2.1461, 1.8006, 1.8395], [1.9871, -0.0235, -1.3205], [1.5664, -1.9021, 1.3743], [0.8957, 1.1488, 2.9973], [-2.0032, -0.8080, 1.1612], [0.1440, -1.5536, -2.5708], [1.3193, 0.9714, -2.5504], [-2.9637, 0.0861, 0.4886], [1.2868, -3.3423, 1.8644], [1.1402, 2.3295, -0.5413], [0.5307, 2.5719, 1.9512], [-0.5444, 1.6544, -0.6109], [-1.5660, 0.0827, -0.9667], [-1.7881, 0.1004, -2.6101]]}

***

{"formula": "C22H12F9N3OPb", "method": "the ωB97M-V functional and the def2-TZVPD basis", "total_charge": 2, "species": ["Pb", "F", "F", "F", "F", "F", "F", "F", "F", "F", "O", "N", "N", "N", "C", "C", "C", "C", "C", "C", "C", "C", "C", "C", "C", "C", "C", "C", "C", "C", "C", "C", "C", "C", "C", "C", "H", "H", "H", "H", "H", "H", "H", "H", "H", "H", "H", "H"], "coordinates": [[0.8353, -1.6249, -1.6754], [-5.0294, -3.2642, -1.6021], [-5.6592, -0.5455, -1.9514], [-3.3072, -3.3863, -2.9054], [-3.9480, 0.6263, -2.5950], [-3.7564, 0.2960, 0.0452], [-3.0515, -3.6255, -0.7809], [-4.6541, -1.6138, 0.5076], [-4.5130, -1.1423, -3.6899], [-2.5023, -1.3747, 0.5805], [-2.1561, -1.2814, -2.0331], [1.0127, -1.8420, 0.6156], [2.7125, -0.2665, -0.9387], [2.9694, 6.1390, 0.2730], [-0.0053, 1.8994, -1.0887], [2.1518, -1.2190, 2.6543], [1.5242, 4.1048, -0.4011], [1.2646, 3.1193, 0.5538], [3.1681, -0.4640, 3.2875], [-1.4714, -0.2151, -1.7248], [0.2812, -2.7440, 2.7049], [0.1880, -2.6078, 1.3189], [-4.4509, -0.6060, -2.4818], [2.0066, -1.1439, 1.2538], [0.4958, 2.0246, 0.2108], [1.0061, 3.9974, -1.6905], [-3.7518, -2.9766, -1.7266], [-0.8023, 0.7520, -1.4328], [3.9935, 0.3351, 2.5497], [2.8790, -0.3185, 0.5128], [3.8454, 0.4072, 1.1490], [-3.6314, -1.0193, -0.0683], [-3.5120, -1.4457, -1.5645], [0.2427, 2.8963, -2.0353], [1.2584, -2.0497, 3.3677], [2.3300, 5.2373, -0.0349], [2.6286, 0.7038, -1.2467], [-0.5807, -3.1400, 0.7694], [1.3555, -2.1268, 4.4436], [0.2438, 1.2842, 0.9580], [4.7693, 0.9152, 3.0291], [1.2038, 4.7752, -2.4149], [4.5115, 1.0406, 0.5748], [3.5533, -0.6342, -1.3866], [3.2765, -0.5291, 4.3622], [1.6498, 3.2340, 1.5577], [-0.4142, -3.3863, 3.2246], [-0.1599, 2.8054, -3.0350]]}

***

{"formula": "C4H13N2O2", "method": "the ωB97M-V functional and the def2-TZVPD basis", "total_charge": -1, "species": ["O", "O", "N", "N", "C", "C", "C", "C", "H", "H", "H", "H", "H", "H", "H", "H", "H", "H", "H", "H", "H"], "coordinates": [[-0.8434, -1.9928, -1.3440], [-0.9826, -1.1101, 0.8957], [-0.6264, 1.1197, -0.2238], [0.2389, 0.0576, -2.4208], [0.9582, 0.1605, 1.5235], [0.0536, -1.0975, 1.8755], [-0.1051, 1.3684, -1.5801], [0.2491, 1.3730, 0.9472], [0.6540, -2.0694, 1.8147], [-0.8177, -1.5529, -0.2525], [0.9347, -0.5916, -1.9271], [-0.9600, 0.1113, -0.0323], [-1.7285, -2.3504, -1.3673], [-0.5759, -0.4626, -2.4586], [-0.8155, 1.7099, -2.2081], [-0.7312, -0.8163, 2.7625], [1.7849, -0.1821, 0.8997], [1.6271, 0.5200, 2.4092], [0.9008, 1.8457, -1.4587], [1.0094, 2.0813, 0.4563], [-0.2245, 1.8784, 1.6889]]}

***

{"formula": "C5H21N2O4S", "method": "the ωB97M-V functional and the def2-TZVPD basis", "total_charge": -1, "species": ["S", "O", "O", "O", "O", "N", "N", "C", "C", "C", "C", "C", "H", "H", "H", "H", "H", "H", "H", "H", "H", "H", "H", "H", "H", "H", "H", "H", "H", "H", "H", "H", "H"], "coordinates": [[-1.0706, -3.0480, -1.6330], [-1.1298, -0.1409, -2.0701], [-0.6700, 3.8293, 0.4545], [-2.6820, 2.3275, -1.3442], [0.6648, 2.0846, -2.7123], [1.1250, -1.3288, 0.4682], [-0.6618, 0.0071, 2.5485], [-0.2821, -1.4575, 0.7078], [-0.6621, -1.4910, 2.1857], [2.9897, 0.3378, 0.4585], [-0.7842, -2.8218, 0.0610], [1.5335, 0.0639, 0.0753], [-1.1002, 3.2958, -0.2780], [-0.1387, 0.1478, 3.3275], [3.7096, 0.0445, -0.1858], [3.2079, 1.4245, 0.5927], [-2.1683, 1.6456, -1.7368], [0.0752, -3.4983, 0.3176], [-1.5390, -0.0120, -2.9538], [-0.3217, 0.6217, 1.7819], [-0.3379, 3.1610, 1.1153], [1.4072, 0.2621, -1.0087], [0.9353, 0.7635, 0.6709], [-3.2319, 1.9483, -0.6500], [0.3156, -1.8050, 2.6920], [-0.9861, -1.2050, -2.0692], [0.8806, 1.9579, -1.8467], [-1.6403, -2.0442, 2.4229], [0.2517, 1.2833, -3.0694], [-0.7652, -0.6599, 0.0684], [1.5502, -1.9957, -0.2384], [-1.6769, -3.3087, 0.5830], [3.2025, -0.3893, 1.2646]]}

***

{"formula": "C5H10N2O2", "method": "the ωB97M-V functional and the def2-TZVPD basis", "total_charge": 0, "smiles": "C=C[C@@H](N(C)C)[N+](=O)[O-]", "species": ["O", "O", "N", "N", "C", "C", "C", "C", "C", "H", "H", "H", "H", "H", "H", "H", "H", "H", "H"], "coordinates": [[2.0310, 0.6112, -1.0245], [2.5612, -0.3095, 0.9002], [1.8322, 0.1983, 0.0916], [-0.4366, -0.7803, -0.0223], [-0.1450, 1.7718, 0.1704], [-1.3125, 2.2963, 0.4796], [-0.2038, -1.9585, 0.7995], [0.4226, 0.4252, 0.5384], [-0.4238, -0.7164, -1.4245], [-0.9613, -2.6674, 0.2868], [-2.0026, 1.6200, 0.9897], [-0.3902, 0.2542, -1.9458], [0.8894, -2.4188, 0.6194], [0.6238, 0.1355, 1.5535], [0.3469, -1.3467, -1.8218], [-1.2997, -1.1313, -1.8183], [-1.7611, 3.1892, 0.1026], [0.6729, 2.5123, -0.2444], [-0.4434, -1.6850, 1.7699]]}

***

{"formula": "C10H15NO4S", "method": "the ωB97M-V functional and the def2-TZVPD basis", "total_charge": 0, "species": ["S", "O", "O", "O", "O", "N", "C", "C", "C", "C", "C", "C", "C", "C", "C", "C", "H", "H", "H", "H", "H", "H", "H", "H", "H", "H", "H", "H", "H", "H", "H"], "coordinates": [[-1.4858, -0.6490, -0.7185], [3.9009, 0.0448, -0.6144], [4.0230, -2.0941, -1.2062], [-4.0189, -2.4142, -2.1380], [-4.0152, -2.9173, 0.0632], [-2.7203, 0.9219, 0.8104], [3.5796, -1.6633, 1.1037], [-3.5942, -0.2795, 0.7607], [1.4898, 0.5354, -0.4931], [-0.6032, 1.9320, 0.1486], [3.8293, -1.2921, -0.3358], [-3.3337, -0.8009, -0.6249], [0.6108, 1.7703, -0.7654], [-3.8611, -2.2263, -0.9461], [-1.5993, 0.8171, 0.1411], [2.9129, 0.8903, -0.0349], [1.5841, -0.0491, -1.4081], [-1.1750, 2.8009, -0.1943], [-3.6437, -0.0521, -1.3547], [1.2194, 2.6653, -0.6270], [-2.9448, 1.7390, 1.3584], [0.2806, 1.7929, -1.8029], [3.8490, -2.7093, 1.2121], [-4.6333, 0.0136, 0.8773], [-3.2561, -0.9773, 1.5249], [1.0334, -0.1098, 0.2583], [2.5297, -1.5496, 1.3678], [4.1944, -1.0638, 1.7732], [-0.3006, 2.1579, 1.1734], [3.1688, 1.8941, -0.3652], [2.9793, 0.8723, 1.0563]]}

***

| no. | E_tot (eV) | highest occupied orbital energy (eV) |
| --- | --- | --- |
| 1 | -11480.5419 | -8.4 |
| 2 | -59215.4016 | -15.3 |
| 3 | -11431.9679 | -3.7 |
| 4 | -27530.7820 | -3.4 |
| 5 | -12416.8142 | -8.9 |
| 6 | -31127.3252 | -8.3 |